Below is a cluster of 2 separate species, C4H8N2O in total in a non-equilibrium geometry, with properties calculated with wB97M-V/def2-TZVPD.

```
! RIJCOSX wB97M-V def2-TZVPD def2/J DEFGRID3
* xyz 0 1
C -1.42796 0.79202 -1.04246
C -0.69422 -1.21833 0.59701
C 0.42918 -0.28857 0.22183
C -0.07162 0.78784 -0.72410
N -2.52924 0.81477 -1.37268
N 0.80921 1.52919 -1.46417
O -0.82395 2.23931 0.92046
H -0.98458 -1.99565 -0.13518
H -1.62258 -0.76731 0.65850
H -0.38728 -1.64427 1.54417
H 0.77836 0.14469 1.07646
H 1.27793 -0.75557 -0.35484
H 0.66279 2.25885 -2.11723
H 1.80196 1.53137 -1.19998
H -1.63442 1.75246 0.79448
*
```

As for the gap between HOMO and LUMO (alpha / beta): 7.66 / 8.82 eV. The energy above the lowest of the compared OMol25 structures with the same formula, charge and spin is 4.526 eV.

Mulliken atomic charge list, values in e, 2 entries:
1 C -0.1742
2 C -1.2641